Formula: C26H24AsCl2OPtS2
Source: OMol25
Level of theory: ωB97M-V/def2-TZVPD

Structure (ORCA input):
```
! RIJCOSX wB97M-V def2-TZVPD def2/J DEFGRID3
* xyz 1 1
Pt -0.95558 0.02242 -0.91537
Cl -3.44400 0.11443 -1.49493
C -3.85582 -1.58291 -1.32076
C -5.06378 -1.99523 -1.83890
C -5.42523 -3.32478 -1.69202
C -4.58628 -4.21331 -1.03439
C -3.38177 -3.77492 -0.52172
Cl -2.38301 -4.93750 0.28285
C -2.96716 -2.43038 -0.65053
S -1.43033 -1.93178 0.04049
H -5.70653 -1.28899 -2.34445
H -6.36913 -3.67057 -2.09124
H -4.85979 -5.25251 -0.91779
C 0.84463 1.94487 -4.22552
S 0.38416 0.23467 -4.09512
C -0.23861 0.01281 -5.72821
O -0.86270 0.19693 -3.21295
H 1.89389 2.01268 -4.51051
H 0.70003 2.35983 -3.22880
H 0.20812 2.45891 -4.94349
H 0.58853 0.10331 -6.43302
H -1.00668 0.76428 -5.91011
H -0.65811 -0.99037 -5.76910
C 4.83136 2.32140 -0.28157
C 3.94272 2.01902 -1.30207
C 2.68405 1.51494 -0.99319
C 2.32258 1.31874 0.33064
C 3.21634 1.61206 1.35849
C 4.46910 2.11847 1.04629
As 0.62514 0.54342 0.76396
C 1.12948 -1.00897 1.78226
C 0.86589 -1.11259 3.14116
C 1.24668 -2.26043 3.82785
C 1.89266 -3.28873 3.15862
C 2.16433 -3.17649 1.79907
C 1.78175 -2.03752 1.10706
C -0.20427 1.71029 2.04354
C 0.24681 3.00617 2.25478
C -0.44198 3.83506 3.13548
C -1.56651 3.36859 3.79919
C -2.01812 2.07206 3.58101
C -1.34512 1.24521 2.69525
H 5.81224 2.71263 -0.51856
H 4.22860 2.17053 -2.33510
H 1.99018 1.26838 -1.78787
H 2.94693 1.44385 2.39445
H 5.16809 2.34931 1.83959
H 0.37131 -0.31020 3.67082
H 1.04116 -2.34350 4.88699
H 2.19037 -4.17908 3.69685
H 2.67233 -3.97697 1.27726
H 1.98990 -1.95984 0.04621
H 1.12677 3.37894 1.74556
H -0.09561 4.84661 3.30383
H -2.09592 4.01462 4.48746
H -2.89944 1.70839 4.09326
H -1.71464 0.24374 2.50703
*
```

## Properties
E_HOMO = -10.5 eV
LUMO energy = -4.2 eV
relative energy (zero: lowest compared OMol25 entry of this formula, charge and spin) = 1.205 eV



Formula: C25H36N2O2
Source: OMol25
Level of theory: ωB97M-V/def2-TZVPD

Structure (ORCA input):
```
! RIJCOSX wB97M-V def2-TZVPD def2/J DEFGRID3
* xyz 0 1
C 6.03861 1.84591 -0.23122
H 6.16871 1.50523 -1.25456
H 7.01163 2.14146 0.15604
H 5.39114 2.72018 -0.24363
C 5.42850 0.74805 0.65154
C 4.05963 0.37621 0.10258
C 3.95385 -0.12131 -1.19410
C 2.73175 -0.46611 -1.73697
C 1.56964 -0.33661 -0.98812
C 1.65807 0.16469 0.30264
C 2.88723 0.51299 0.83578
H 2.90936 0.89618 1.84268
H 0.76769 0.27164 0.90386
C 0.25162 -0.63862 -1.62532
O -0.22185 0.09831 -2.47666
N -0.36922 -1.77348 -1.23831
C 0.14146 -2.70315 -0.25507
H 0.81306 -3.42796 -0.73811
C -1.01035 -3.45022 0.42756
H -0.66921 -3.79649 1.40364
H -1.29648 -4.32582 -0.15871
C -2.24571 -2.56337 0.60604
C -1.96640 -1.39431 1.55230
O -0.86270 -1.06144 1.93075
N -3.09117 -0.76811 1.95708
H -3.98415 -1.05964 1.59231
C -3.07587 0.44846 2.73662
H -2.03445 0.77097 2.79521
H -3.43422 0.24272 3.75282
C -3.95326 1.52174 2.08644
C -3.55384 1.80262 0.66233
C -4.36326 1.53801 -0.35477
C -4.05968 1.84280 -1.78894
C -2.61036 2.27019 -2.00934
C -2.14343 3.16985 -0.87197
C -2.19236 2.39958 0.44435
H -1.44579 1.59950 0.41694
H -1.93804 3.05672 1.27996
H -2.79342 4.04614 -0.80342
H -1.12540 3.51199 -1.06328
H -1.95835 1.39807 -2.06022
H -2.52460 2.79424 -2.96274
H -4.73677 2.64463 -2.10756
H -4.29439 0.97138 -2.40751
H -5.34562 1.11655 -0.17129
H -3.86814 2.43650 2.67828
H -4.99674 1.19675 2.11803
C -2.74648 -2.03388 -0.75801
C -1.64291 -2.12918 -1.81614
H -1.57917 -3.14619 -2.21807
H -1.83862 -1.43766 -2.63808
H -3.05268 -0.99042 -0.65828
H -3.61081 -2.60778 -1.09681
H -3.03426 -3.16439 1.07259
H 0.71098 -2.15211 0.49228
H 2.67373 -0.83730 -2.75005
H 4.83759 -0.24014 -1.80311
C 5.36622 1.27128 2.08908
H 4.95693 0.52079 2.76134
H 4.76223 2.17343 2.15092
H 6.37063 1.51573 2.42957
C 6.32987 -0.49460 0.63436
H 6.46199 -0.87511 -0.37463
H 5.89246 -1.28415 1.24208
H 7.31092 -0.25167 1.03752
*
```

## Properties
E_HOMO = -8.7 eV
SMILES = CC(C)(C)c1ccc(C(=O)N2CCC(C(=O)NCCC3=CCCCC3)CC2)cc1
LUMO energy = 0.7 eV
relative energy (zero: lowest compared OMol25 entry of this formula, charge and spin) = 0.000 eV



Formula: C8H15N2OS
Source: OMol25
Level of theory: ωB97M-V/def2-TZVPD

Structure (ORCA input):
```
! RIJCOSX wB97M-V def2-TZVPD def2/J DEFGRID3
* xyz 1 1
C 1.40534 -1.74055 -0.68350
C -0.14134 -1.06904 1.08322
C 0.49093 -0.90934 -1.58116
C -0.88652 1.56037 -2.16837
C -1.43290 1.78146 0.20937
C 1.05203 1.70042 -0.63709
C -0.26778 -2.18937 3.44748
C -0.39648 1.18785 -0.79890
N 0.94877 -1.66631 0.71839
N -0.52366 -0.19483 -0.95968
O 2.39224 -2.32729 -1.00840
S -1.03703 -0.89552 2.44724
H 1.04486 -0.33654 -2.29254
H -0.08424 -1.76605 -2.04052
H -1.78712 1.10068 -2.31030
H -1.04064 2.62199 -2.19905
H -0.12221 1.41123 -2.86281
H -2.42761 1.51772 -0.25479
H -1.36187 2.84325 0.14136
H -1.53844 1.47653 1.23224
H 1.67942 2.11463 -1.45830
H 1.13207 2.55750 0.18179
H 1.67125 0.86419 -0.26398
H -0.40286 -2.04654 4.55975
H 0.77433 -2.20036 3.11275
H -0.73624 -3.15570 3.16252
H 1.59572 -2.24039 1.22329
*
```

## Properties
E_HOMO (alpha / beta) = -13.5 / -13.5 eV
LUMO energy (alpha / beta) = -5.1 / -5.1 eV
relative energy (zero: lowest compared OMol25 entry of this formula, charge and spin) = 5.835 eV



Formula: C2H2INO2
Source: OMol25
Level of theory: ωB97M-V/def2-TZVPD

Structure (ORCA input):
```
! RIJCOSX wB97M-V def2-TZVPD def2/J DEFGRID3
* xyz 0 1
C 0.67702 -0.45571 0.56943
C 0.50145 0.76065 -0.18134
N 0.49354 1.82010 2.02551
O 1.52047 -0.56495 1.40635
O 0.95380 1.12082 2.82120
I 1.93407 2.27865 0.31881
H -0.14787 -1.15996 0.57386
H -0.27722 0.96252 -0.77158
*
```

## Properties
E_HOMO (alpha / beta) = -8.7 / -8.6 eV
LUMO energy (alpha / beta) = -0.9 / -1.1 eV
relative energy (zero: lowest compared OMol25 entry of this formula, charge and spin) = 5.520 eV



Formula: C3H5F2IO
Source: OMol25
Level of theory: ωB97M-V/def2-TZVPD

Structure (ORCA input):
```
! RIJCOSX wB97M-V def2-TZVPD def2/J DEFGRID3
* xyz 0 1
C -0.45246 -0.09720 -0.58946
C 0.34331 0.28888 0.64233
C 1.20396 2.24693 1.65119
O 0.97241 1.60860 0.52299
F 0.14312 2.42085 2.43551
F 2.17614 1.78591 2.41441
I 1.80416 4.29887 1.16911
H -1.57584 -0.11345 -0.26099
H -0.26488 0.77312 -1.27554
H -0.23839 -1.11113 -0.81227
H 1.03666 -0.60304 0.75844
H -0.18328 0.16844 1.62743
*
```

## Properties
E_HOMO = -9.7 eV
SMILES = CCOC(F)(F)I
LUMO energy = 0.4 eV
relative energy (zero: lowest compared OMol25 entry of this formula, charge and spin) = 0.274 eV



Formula: CH3N2S
Source: OMol25
Level of theory: ωB97M-V/def2-TZVPD

Structure (ORCA input):
```
! RIJCOSX wB97M-V def2-TZVPD def2/J DEFGRID3
* xyz 1 1
C -0.01000 -0.01647 -0.24043
N -1.23339 -0.61850 -0.36305
N 0.79762 0.55338 0.59159
S -0.25778 -0.69283 -1.77499
H -1.49475 -1.47951 0.12157
H 0.57347 1.09925 1.49689
H 1.62482 1.15468 0.16841
*
```

## Properties
E_HOMO = -14.7 eV
LUMO energy = -5.3 eV
relative energy (zero: lowest compared OMol25 entry of this formula, charge and spin) = 0.346 eV



Formula: C6H10
Source: OMol25
Level of theory: ωB97M-V/def2-TZVPD

Structure (ORCA input):
```
! RIJCOSX wB97M-V def2-TZVPD def2/J DEFGRID3
* xyz 0 1
C 2.03134 0.25767 0.40825
C 0.58264 0.54429 0.19310
C -0.09019 1.56834 -0.33943
C -1.43901 0.89079 -0.25694
C -0.66977 -0.29496 0.41262
C -0.70754 -1.65200 -0.27416
H 2.35414 -0.59087 -0.20913
H 2.63725 1.12507 0.12559
H 2.25823 0.00367 1.45029
H 0.22230 2.53915 -0.71701
H -2.20090 1.37470 0.36603
H -1.88722 0.63684 -1.22582
H -0.94567 -0.40676 1.47039
H -1.71556 -2.08232 -0.26844
H -0.37485 -1.57086 -1.31617
H -0.04068 -2.35653 0.23770
*
```

## Properties
E_HOMO = -9.0 eV
SMILES = CC1=CC[C@H]1C
LUMO energy = 1.2 eV
relative energy (zero: lowest compared OMol25 entry of this formula, charge and spin) = 0.987 eV



Formula: C4H3NOS
Source: OMol25
Level of theory: ωB97M-V/def2-TZVPD

Structure (ORCA input):
```
! RIJCOSX wB97M-V def2-TZVPD def2/J DEFGRID3
* xyz 0 3
C -2.30251 -0.57428 0.01346
C -1.13813 0.09421 0.03359
C 1.73253 0.58311 0.00645
C 1.10649 -0.60614 -0.01351
N -0.23345 -0.83022 0.02030
O -3.34299 -1.04506 -0.03130
S -1.50156 1.75589 -0.01039
H 2.80559 0.63368 -0.01947
H 1.19722 1.51444 0.05953
H 1.67681 -1.52563 -0.05867
*
```

## Properties
<S²> = 2.034
E_HOMO (alpha / beta) = -7.2 / -8.8 eV
LUMO energy (alpha / beta) = 0.6 / -3.3 eV
relative energy (zero: lowest compared OMol25 entry of this formula, charge and spin) = 0.874 eV



Formula: C6H14N2
Source: OMol25
Level of theory: ωB97M-V/def2-TZVPD

Structure (ORCA input):
```
! RIJCOSX wB97M-V def2-TZVPD def2/J DEFGRID3
* xyz 0 1
C -0.50688 0.50755 -1.01336
C 0.37230 -0.54248 -0.31466
C -1.06426 -1.04553 1.62600
C -0.28416 0.42663 -2.52412
C -0.21077 1.91503 -0.49644
N 0.24525 -0.62458 1.13995
C 1.89326 -1.26201 2.07891
N 2.34898 -0.28898 2.56862
H -1.55876 0.27408 -0.81515
H 0.68218 0.24648 1.67905
H 0.15154 -1.53346 -0.72547
H 1.42252 -0.31695 -0.52279
H 1.79116 -2.30839 1.86891
H -1.02820 -1.11542 2.71295
H -1.30551 -2.02872 1.21592
H -1.86446 -0.35108 1.35191
H 0.75346 0.65556 -2.76973
H -0.51014 -0.57029 -2.90259
H 0.83977 2.16481 -0.64925
H -0.81288 2.65042 -1.02945
H -0.92154 1.13989 -3.04546
H -0.43286 2.00746 0.56628
*
```

## Properties
E_HOMO = -8.5 eV
SMILES = CNCC(C)C.C#N
LUMO energy = 0.8 eV
relative energy (zero: lowest compared OMol25 entry of this formula, charge and spin) = 2.153 eV



Formula: C35H44BiGeN4O2PSSi
Source: OMol25
Level of theory: ωB97M-V/def2-TZVPD

Structure (ORCA input):
```
! RIJCOSX wB97M-V def2-TZVPD def2/J DEFGRID3
* xyz 2 1
Bi -0.88282 0.06478 -0.82852
C -0.38483 7.11260 -2.07831
Si 0.20311 5.57872 -1.23153
C -0.20560 5.82199 0.54935
C 2.01777 5.24185 -1.63574
C -1.02024 4.25893 -1.88510
C -2.04921 4.50605 -2.78710
C -3.01117 3.58568 -3.12075
C -2.87010 2.27477 -2.63828
N -1.74718 1.95522 -1.94880
C -0.89211 2.90680 -1.55953
S 0.33409 2.29202 -0.50970
H 0.20100 7.98485 -1.82550
H -1.40719 7.34416 -1.82615
H -0.39555 7.04364 -3.17111
H 0.08071 6.80888 0.86732
H 0.42854 5.01240 1.10694
H -1.21926 5.55376 0.68098
H 2.09450 5.48806 -2.64003
H 2.24515 4.14844 -1.61919
H 2.82638 5.67613 -1.09949
H -2.07976 5.54857 -3.11843
H -3.73866 3.87762 -3.87911
H -3.59660 1.49832 -2.75008
C -4.11489 -1.52127 5.84204
N -3.79175 -0.40587 6.84569
C -2.59491 0.33082 6.33131
N -2.81997 0.89325 5.03068
C -3.11059 -0.26185 4.17221
N -4.28445 -0.93945 4.59792
C -5.47696 -0.22014 4.44624
P -5.59909 1.31343 5.47443
C -4.95671 0.44232 7.09506
C -3.84217 1.96480 4.92933
H -4.99302 -2.06814 6.24547
H -3.24629 -2.16172 5.89608
H -3.37668 -0.83381 7.70125
H -1.79523 -0.43493 6.29877
H -2.35151 1.11094 7.09673
H -2.20176 -0.88023 4.19116
H -3.22429 0.11157 3.09273
H -6.28830 -0.88796 4.64623
H -5.54198 0.06637 3.36639
H -5.82263 -0.12967 7.54521
H -4.63325 1.22491 7.78251
H -3.58639 2.81136 5.57537
H -4.01849 2.22960 3.93640
O -1.78274 -1.15770 -2.78643
C -0.59477 -1.24275 -3.15045
O 0.28838 -0.43202 -2.63351
C -0.12571 -2.21421 -4.17873
C 1.35343 -2.40927 -4.46956
Ge 2.41048 -2.61853 -2.77337
C 3.98280 -1.40755 -2.72746
C 4.29744 -0.44572 -3.68333
C 5.25979 0.51295 -3.39584
C 5.87682 0.56111 -2.17847
C 5.56247 -0.36466 -1.19471
C 4.59575 -1.30378 -1.45415
C 2.83962 -4.55412 -2.67483
C 1.93584 -5.53755 -2.94444
C 2.29895 -6.91729 -2.93691
C 3.63789 -7.24853 -2.80507
C 4.56610 -6.30593 -2.56810
C 4.14147 -4.94146 -2.45329
C 1.58916 -2.34864 -0.96374
C 1.80589 -1.16706 -0.23502
C 1.34975 -0.96479 1.04576
C 0.53933 -1.97201 1.66535
C 0.22922 -3.08021 0.95349
C 0.83716 -3.32347 -0.31899
H -0.57620 -1.73378 -5.04653
H -0.68015 -3.12245 -3.98821
H 1.75800 -1.57682 -5.03627
H 1.46511 -3.23796 -5.09993
H 3.71390 -0.41983 -4.61496
H 5.47271 1.32653 -4.07954
H 6.45856 1.41480 -1.89744
H 6.07694 -0.37216 -0.25569
H 4.32613 -1.98598 -0.74024
H 0.94161 -5.31278 -3.18159
H 1.65193 -7.74561 -3.08008
H 3.88580 -8.30036 -2.86930
H 5.56810 -6.55873 -2.43160
H 5.00688 -4.29128 -2.28726
H 2.45786 -0.38418 -0.61092
H 1.62531 -0.10227 1.59753
H 0.33289 -1.86152 2.74916
H -0.31802 -3.89911 1.29808
H 0.67850 -4.29191 -0.75484
*
```

## Properties
E_HOMO = -12.3 eV
LUMO energy = -5.5 eV
relative energy (zero: lowest compared OMol25 entry of this formula, charge and spin) = 1.533 eV



Formula: CH6S3
Source: OMol25
Level of theory: ωB97M-V/def2-TZVPD

Structure (ORCA input):
```
! RIJCOSX wB97M-V def2-TZVPD def2/J DEFGRID3
* xyz 0 1
S -1.52050 2.16350 1.41624
H -1.85235 1.20380 2.26396
H -0.20552 2.21771 1.67709
C 0.49527 -0.15231 -1.47430
S 0.64982 -1.91029 -1.26531
S 1.11576 -2.20254 0.63972
H -0.46207 0.29673 -1.18419
H 0.62636 0.16655 -2.50865
H 1.18655 0.49175 -0.92043
H -0.03333 -2.27490 1.35587
*
```

## Properties
E_HOMO = -9.1 eV
SMILES = CSS.S
LUMO energy = 0.5 eV
relative energy (zero: lowest compared OMol25 entry of this formula, charge and spin) = 0.283 eV



Formula: C12H37CrO7
Source: OMol25
Level of theory: ωB97M-V/def2-TZVPD

Structure (ORCA input):
```
! RIJCOSX wB97M-V def2-TZVPD def2/J DEFGRID3
* xyz 1 5
Cr -1.25083 0.81074 1.37755
O -0.09139 -0.29179 0.15870
H 0.61976 0.15573 -0.30832
C 3.77000 -3.34023 0.42301
C 2.31657 -2.95917 0.26679
O 2.25363 -1.65384 -0.28695
H 4.30443 -2.58569 1.00330
H 4.19953 -3.30753 -0.58162
H 3.97238 -4.31546 0.86036
H 1.84226 -3.02724 1.25483
H 1.77556 -3.64753 -0.38818
H 1.32451 -1.37188 -0.21903
C 0.50964 2.38248 -3.71487
C 0.82444 1.49050 -2.52917
O -0.07230 0.41085 -2.52647
H 0.66972 1.89536 -4.67418
H 1.17760 3.24887 -3.68822
H -0.50163 2.78126 -3.63521
H 0.57522 2.02721 -1.59170
H 1.86602 1.14212 -2.54490
H -0.17383 0.04287 -1.62408
C -3.29592 -0.03620 -1.69277
C -3.66663 0.97803 -0.63944
O -2.50892 1.68332 -0.11386
H -4.12230 -0.65659 -2.03675
H -2.46995 -0.68461 -1.40072
H -2.94221 0.47098 -2.59416
H -4.16002 0.50539 0.21285
H -4.38068 1.66198 -1.09867
H -2.63197 2.60425 -0.36536
C 0.38464 4.31146 2.83975
C -0.44662 3.89894 1.64123
O 0.02136 2.59845 1.20663
H 1.41520 4.32524 2.47474
H 0.35836 3.59834 3.66114
H 0.14719 5.31606 3.18670
H -0.38225 4.56788 0.78065
H -1.51902 3.85804 1.85341
H 0.83730 2.71030 0.70466
C 1.92088 -0.90296 3.77104
C 1.37743 0.26954 3.00675
O -0.07791 0.31224 3.09432
H 1.72719 -0.84460 4.84507
H 3.00531 -0.91218 3.65314
H 1.52556 -1.84757 3.39910
H 1.66971 0.16571 1.96342
H 1.72388 1.23038 3.39156
H -0.30126 0.17914 4.02334
C -2.10551 -3.85464 -2.34142
C -0.94708 -2.99196 -1.83273
O -1.12820 -2.75725 -0.44531
H -1.95852 -4.07228 -3.40241
H -3.09010 -3.39298 -2.27831
H -2.10837 -4.81079 -1.81708
H -1.03691 -2.04736 -2.37985
H 0.01890 -3.44269 -2.07033
H -0.76387 -1.87862 -0.23199
*
```

## Properties
<S²> = 6.010
E_HOMO (alpha / beta) = -12.0 / -12.0 eV
LUMO energy (alpha / beta) = -4.3 / -4.1 eV



| no. | E (Ha) |
| --- | --- |
| 1 | -5152.0029 |
| 2 | -1234.2703 |
| 3 | -896.3650 |
| 4 | -580.1465 |
| 5 | -689.9347 |
| 6 | -547.2484 |
| 7 | -234.5662 |
| 8 | -682.2348 |
| 9 | -346.4480 |
| 10 | -5049.6373 |
| 11 | -1236.2330 |
| 12 | -2050.2746 |